The following is a quantum chemistry calculation of 5 unconnected molecules or ions with the total composition C10H15N5 in a non-equilibrium geometry, from the OMol25 dataset.

```
30
C10H15N5 ωB97M-V/def2-TZVPD
C -22.96759 -2.31535 22.42190
C -23.75160 -3.46744 21.92205
N -24.29871 -4.38962 21.55663
H -22.89067 -1.47856 21.72765
H -21.92724 -2.59186 22.59310
H -23.45649 -2.02438 23.35164
C -20.32373 -2.96878 23.43388
C -20.24654 -1.66150 22.84341
N -20.15594 -0.58109 22.42103
H -19.37957 -3.49871 23.55975
H -20.96514 -3.57950 22.79850
H -20.74430 -2.74923 24.41522
C -22.53633 3.72369 19.22632
C -21.28605 4.21745 18.60747
N -20.31921 4.63167 18.11469
H -23.32411 4.40840 18.91219
H -22.54661 3.65268 20.31395
H -22.89416 2.75437 18.87922
C -21.14703 -2.80322 18.70064
C -20.31709 -1.55689 18.82475
N -19.70368 -0.57786 18.97936
H -20.48709 -3.67017 18.66936
H -21.72432 -2.74722 17.77776
H -21.76665 -2.90438 19.59167
C -21.68076 -0.32897 20.97647
C -22.46704 0.93567 20.64978
N -23.05095 1.93344 20.35638
H -20.60468 -0.19741 20.86309
H -22.00185 -1.17954 20.37519
H -21.89130 -0.60324 22.01017
```

E_HOMO: -10.1 eV
LUMO level: -0.03 eV
SMILES string: CC#N.CC#N.CC#N.CC#N.CC#N
spin multiplicity: 1
gap between HOMO and LUMO: 10.10 eV
energy relative to the best compared isomer or geometry (same formula, charge and spin): 166.76 kcal per mole
energy: -663.5420 hartree
largest force on an atom: 8.83 eV/Å
molecular weight: 205.27 g/mol

Partial atomic charges computed with the Löwdin method, in multiples of e:
1. C -0.09
2. C -0.25
3. N 0.13
4. H 0.02
5. H -0.01
6. H 0.12
7. C -0.05
8. C -0.22
9. N 0.15
10. H 0.11
11. H 0.08
12. H 0.12
13. C -0.15
14. C -0.25
15. N 0.10
16. H 0.09
17. H 0.06
18. H 0.04
19. C -0.03
20. C -0.25
21. N 0.16
22. H 0.08
23. H 0.09
24. H 0.05
25. C -0.19
26. C -0.05
27. N 0.05
28. H 0.02
29. H 0.05
30. H 0.02

---

The following is a quantum chemistry calculation of C10H15N5O4 in the gas phase in a non-equilibrium geometry, from the OMol25 dataset.

```
34
C10H15N5O4 ωB97M-V/def2-TZVPD
N -5.25036 0.42545 -0.69772
C -4.07484 -0.03061 -0.08835
O -4.18383 -0.69413 0.92120
C -2.85939 0.07070 -0.90276
C -1.57480 0.10474 -0.11892
N -0.63920 0.76218 -0.99903
C 0.64255 1.33376 -0.78860
O 1.45412 1.63180 -1.63141
C 1.04283 1.76160 0.61135
N -0.06261 2.06534 1.60726
C 1.88855 0.59108 1.43886
C 2.85927 -0.21831 0.59065
C 2.67154 -0.89463 -0.61266
N 3.94408 -1.14288 -1.16604
C 4.81125 -0.73430 -0.21129
N 4.25459 -0.06776 0.77033
C -0.96826 -1.36614 0.35930
O 0.19886 -1.60255 0.26040
O -1.93341 -2.24987 0.75317
H -6.19105 0.16573 -0.30595
H -5.27225 0.89563 -1.57026
H -2.65951 -0.89990 -1.51738
H -3.08738 0.72446 -1.83022
H -1.71776 0.61424 0.88493
H -0.76983 0.81927 -2.02590
H 1.58816 2.74331 0.53060
H 0.44888 2.30101 2.48995
H -0.84183 2.66528 1.26795
H 1.06551 -0.18393 1.45232
H 1.85704 0.89893 2.49627
H 1.67544 -1.07916 -1.15374
H 4.20697 -1.66552 -1.93591
H 5.89177 -0.81916 -0.28819
H -2.83781 -1.86595 0.80962
```

E_HOMO: -8.0 eV
LUMO level: 0.11 eV
SMILES string: NC(=O)C[C@H](NC(=O)[C@@H](N)Cc1c[nH]cn1)C(=O)O
spin multiplicity: 1
gap between HOMO and LUMO: 8.10 eV
energy relative to the best compared isomer or geometry (same formula, charge and spin): 98.72 kcal per mole
energy: -964.7538 hartree
largest force on an atom: 4.76 eV/Å
molecular weight: 269.26 g/mol

Partial atomic charges computed with the Löwdin method, in multiples of e:
1. N 0.15
2. C -0.51
3. O 0.06
4. C -0.10
5. C -0.22
6. N 0.10
7. C -0.46
8. O 0.08
9. C -0.23
10. N -0.02
11. C -0.05
12. C -0.27
13. C -0.06
14. N 0.07
15. C -0.24
16. N 0.08
17. C -0.38
18. O 0.09
19. O 0.11
20. H 0.14
21. H 0.08
22. H 0.18
23. H 0.15
24. H 0.15
25. H 0.15
26. H 0.15
27. H 0.08
28. H 0.09
29. H 0.09
30. H 0.11
31. H 0.13
32. H 0.11
33. H 0.11
34. H 0.07

---

The following is a quantum chemistry calculation of 2 unconnected molecules or ions with the total composition C10H15NO in a non-equilibrium geometry, from the OMol25 dataset.

```
27
C10H15NO ωB97M-V/def2-TZVPD
C -1.03387 3.45830 0.58262
C -0.24490 3.83041 -0.65290
C -1.03940 1.96843 0.81821
O -1.78541 1.34092 1.48894
N 0.00881 1.16153 0.19805
H -0.42971 3.93605 1.36093
H -1.94823 3.97753 0.61666
H 0.25756 4.78504 -0.53700
H 0.01057 0.14082 0.58938
H 0.63269 1.43447 -0.56910
H -1.07502 3.91754 -1.54521
H 0.55449 3.12773 -0.84627
C 1.91288 -3.06739 1.17417
C -0.42909 -2.81304 0.50085
C 0.85319 -2.65093 0.29267
C -1.35228 -2.24363 -0.28727
C 1.25284 -1.73592 -0.76236
C -1.04940 -1.45218 -1.43283
C 0.29906 -1.08587 -1.46775
H -0.78557 -3.33564 1.47029
H -2.34562 -2.49459 -0.28760
H 1.87935 -2.19413 2.06501
H 2.92050 -3.09019 0.73993
H 2.46246 -1.74506 -1.07006
H -1.81115 -0.68460 -1.79192
H 0.64489 -0.36107 -2.22068
H 1.64037 -4.12450 1.57325
```

E_HOMO (spin up / spin down): 0.6 / -3.6 eV
LUMO level (spin up / spin down): 3.25 / 3.20 eV
spin multiplicity: 2
gap between HOMO and LUMO (spin up / spin down): 2.65 / 6.78 eV
energy relative to the best compared isomer or geometry (same formula, charge and spin): 57.30 kcal per mole
total charge: -1
energy: -519.9096 hartree
largest force on an atom: 5.17 eV/Å
molecular weight: 165.24 g/mol

Partial atomic charges computed with the Löwdin method, in multiples of e:
1. C -0.19
2. C -0.13
3. C -0.52
4. O 0.05
5. N 0.11
6. H 0.11
7. H 0.09
8. H 0.05
9. H 0.13
10. H 0.05
11. H 0.13
12. H 0.04
13. C -0.17
14. C -0.18
15. C -0.47
16. C -0.19
17. C -0.15
18. C -0.19
19. C -0.28
20. H 0.13
21. H 0.04
22. H 0.10
23. H 0.04
24. H 0.13
25. H 0.09
26. H 0.08
27. H 0.09

---

The following is a quantum chemistry calculation of 2 unconnected molecules or ions with the total composition C10H15NO in a non-equilibrium geometry, from the OMol25 dataset.

```
27
C10H15NO ωB97M-V/def2-TZVPD
C -3.95736 -1.76558 -1.24418
C -2.54846 -1.25934 -1.27753
C -2.17160 -0.23399 -0.42455
C -0.91761 0.37348 -0.53858
C 0.06923 -0.31190 -1.21807
C -0.30662 -1.31795 -2.11067
C -1.60705 -1.76938 -2.17311
H -4.31117 -1.95723 -0.22216
H -4.10823 -2.76000 -1.66695
H -4.66222 -1.06214 -1.66365
H -2.86617 0.06091 0.36297
H -0.71187 1.37358 -0.16406
H 1.12309 -0.07259 -1.18976
H 0.42511 -1.67978 -2.82127
H -1.84978 -2.62042 -2.80486
C 0.58810 0.11778 2.34187
C 2.04294 0.15918 1.83109
C 2.44111 1.53711 1.35959
N 3.76259 1.82543 1.56589
O 1.72251 2.28854 0.73471
H 0.03373 -0.68810 1.86039
H 0.08975 1.03636 2.05276
H 0.52720 -0.00533 3.42124
H 2.69392 -0.16693 2.64269
H 2.10889 -0.50035 0.96444
H 4.16100 2.73062 1.38473
H 4.28981 1.19359 2.14035
```

E_HOMO: -8.8 eV
LUMO level: 0.88 eV
SMILES string: Cc1ccccc1.CCC(N)=O
spin multiplicity: 1
gap between HOMO and LUMO: 9.66 eV
energy relative to the best compared isomer or geometry (same formula, charge and spin): 12.83 kcal per mole
energy: -520.0405 hartree
largest force on an atom: 1.39 eV/Å
molecular weight: 165.24 g/mol

Partial atomic charges computed with the Löwdin method, in multiples of e:
1. C -0.06
2. C -0.29
3. C -0.05
4. C -0.09
5. C -0.10
6. C -0.09
7. C -0.06
8. H 0.08
9. H 0.07
10. H 0.08
11. H 0.12
12. H 0.10
13. H 0.10
14. H 0.10
15. H 0.11
16. C -0.09
17. C -0.16
18. C -0.56
19. N 0.15
20. O 0.05
21. H 0.06
22. H 0.06
23. H 0.07
24. H 0.10
25. H 0.11
26. H 0.11
27. H 0.09

---

The following is a quantum chemistry calculation of 2 unconnected molecules or ions with the total composition C10H15NO4PS, from the OMol25 dataset.

```
32
C10H15NO4PS ωB97M-V/def2-TZVPD
C 4.46448 -1.73190 1.46388
C 3.00068 -2.13030 1.19520
P 1.88857 -1.11673 2.28447
C 0.23127 -1.70653 1.68210
C 2.12583 0.51628 1.62558
N 1.34014 0.71533 0.34743
S 1.48254 1.72967 2.81831
H 4.54231 -1.21075 2.41970
H 5.12173 -2.60295 1.49810
H 4.80384 -1.01901 0.71710
H 2.83751 -3.19223 1.38469
H 2.77222 -1.90616 0.14741
H -0.53844 -1.03957 2.07280
H 0.03455 -2.71606 2.04864
H 0.15469 -1.70849 0.59164
H 1.55431 -0.06838 -0.26213
H 1.72365 1.52938 -0.11676
H 0.78704 1.01798 3.73133
C -3.74279 1.51124 -2.85725
C -4.13312 1.26990 -1.59955
C -3.15271 0.94073 -0.49341
O -3.63940 0.76036 0.60953
C -1.74447 0.86290 -0.81155
C -1.36009 1.09975 -2.07549
C -2.32783 1.45123 -3.17483
O -1.87386 1.66461 -4.28669
O -0.09131 1.04449 -2.44963
O -5.39544 1.29684 -1.19602
H -4.43606 1.74976 -3.65140
H -1.02380 0.63146 -0.02870
H -0.04906 1.26742 -3.39515
H -5.35696 1.08972 -0.23938
```

E_HOMO: -2.0 eV
LUMO level: 0.93 eV
spin multiplicity: 1
gap between HOMO and LUMO: 2.90 eV
total charge: -1
energy: -1485.2662 hartree
largest force on an atom: 0.66 eV/Å
molecular weight: 276.27 g/mol

Partial atomic charges computed with the Löwdin method, in multiples of e:
1. C -0.21
2. C -0.48
3. P 0.74
4. C -0.34
5. C -0.99
6. N -0.16
7. S 0.46
8. H 0.04
9. H 0.05
10. H 0.05
11. H 0.05
12. H 0.05
13. H 0.02
14. H 0.01
15. H 0.01
16. H 0.02
17. H 0.02
18. H -0.23
19. C 0.06
20. C -0.24
21. C -0.30
22. O 0.10
23. C 0.08
24. C -0.23
25. C -0.32
26. O 0.09
27. O 0.11
28. O 0.10
29. H 0.13
30. H 0.10
31. H 0.11
32. H 0.11

---

The following is a quantum chemistry calculation of a molecular structure, C10H15O10Pt in a non-equilibrium geometry, from the OMol25 dataset.

```
36
C10H15O10Pt ωB97M-V/def2-TZVPD
Pt -0.19873 0.49876 -0.53087
C 0.50995 5.71712 1.29087
C 0.48098 4.21898 0.82469
O -0.01390 3.97168 -0.34678
O 0.70123 3.30971 1.61827
H -0.51341 6.03278 1.08787
H 1.20332 6.20068 0.60276
H 0.54263 6.02011 2.33740
C -4.03589 2.38320 3.04268
C -3.89126 0.98479 2.54997
O -3.74331 0.72550 1.34683
O -3.73243 0.07892 3.30969
H -4.63264 2.41376 3.95430
H -4.39188 3.11108 2.31360
H -3.01748 2.61049 3.35780
C -2.73992 -2.00230 -5.51541
C -2.80128 -1.85515 -3.97245
O -1.97674 -1.12168 -3.48947
O -3.59588 -2.45458 -3.27877
H -2.38268 -3.01380 -5.70872
H -2.13714 -1.30178 -6.09336
H -3.77378 -1.87634 -5.83691
C 1.63690 -4.16304 1.78361
C 0.60915 -3.06232 1.74722
O 0.87632 -2.00809 2.36409
O -0.55467 -3.27007 1.34559
H 2.68980 -3.88828 1.84694
H 1.62867 -4.65308 0.81001
H 1.56051 -4.94846 2.53553
C 5.62438 -1.59331 -0.88880
C 4.37029 -0.76103 -0.61282
O 3.36975 -0.88878 -1.27409
O 4.36635 -0.13197 0.45787
H 6.12654 -1.50377 -1.85208
H 5.43203 -2.66465 -0.83094
H 6.40421 -1.11510 -0.29610
```

E_HOMO (spin up / spin down): -0.1 / 0.8 eV
LUMO level (spin up / spin down): 5.36 / 3.43 eV
spin multiplicity: 3
gap between HOMO and LUMO (spin up / spin down): 5.46 / 2.66 eV
energy relative to the best compared isomer or geometry (same formula, charge and spin): 158.12 kcal per mole
total charge: -3
energy: -1261.4162 hartree
largest force on an atom: 5.80 eV/Å
molecular weight: 490.30 g/mol

Partial atomic charges computed with the Löwdin method, in multiples of e:
1. Pt 0.83
2. C -0.06
3. C -0.77
4. O -0.16
5. O -0.06
6. H 0.05
7. H 0.05
8. H 0.04
9. C -0.04
10. C -0.88
11. O -0.02
12. O 0.00
13. H 0.05
14. H 0.06
15. H 0.08
16. C -0.06
17. C -0.90
18. O -0.07
19. O -0.07
20. H 0.04
21. H 0.04
22. H 0.04
23. C -0.01
24. C -0.68
25. O 0.16
26. O 0.09
27. H 0.07
28. H 0.08
29. H 0.07
30. C -0.07
31. C -0.87
32. O -0.06
33. O -0.10
34. H 0.03
35. H 0.05
36. H 0.05

---

The following is a quantum chemistry calculation of 2 unconnected molecules or ions with the total composition C10H15O5 in a non-equilibrium geometry, from the OMol25 dataset.

```
30
C10H15O5 ωB97M-V/def2-TZVPD
O 4.65863 2.87366 2.21850
O 3.91478 3.31459 3.26084
H 4.37827 3.38720 1.44721
O 3.12162 5.12952 0.36034
C 3.43844 5.99099 -0.46719
C 2.71903 7.26605 -0.73308
C 2.29954 7.21742 -2.19695
O 3.36548 8.08027 -1.74659
C 1.04341 7.86580 -2.62375
C 1.08203 9.17921 -2.98116
C -0.07668 9.96812 -3.35171
O -1.22985 9.53364 -3.36735
C 0.20677 11.43658 -3.67026
C 0.24547 12.30356 -2.42808
C -0.18405 7.02261 -2.57485
C 1.98091 8.00450 0.33765
H 4.25890 5.84354 -1.19753
H 2.62669 6.33000 -2.76234
H 2.03932 9.69881 -3.01173
H 1.17338 11.48643 -4.18183
H -0.57175 11.79178 -4.34985
H 0.35477 13.35366 -2.69742
H -0.68344 12.19837 -1.86727
H 1.07538 12.03876 -1.77047
H 0.07823 6.01041 -2.24117
H -0.92716 7.42180 -1.87271
H -0.67435 6.94736 -3.55152
H 1.17888 7.40441 0.77552
H 2.68109 8.28016 1.13418
H 1.55152 8.93138 -0.04515
```

E_HOMO (spin up / spin down): -6.5 / -9.3 eV
LUMO level (spin up / spin down): 0.53 / -2.87 eV
spin multiplicity: 4
gap between HOMO and LUMO (spin up / spin down): 6.98 / 6.38 eV
energy: -765.8906 hartree
largest force on an atom: 5.00 eV/Å
molecular weight: 215.23 g/mol

Partial atomic charges computed with the Löwdin method, in multiples of e:
1. O -0.10
2. O -0.01
3. H 0.07
4. O 0.04
5. C -0.16
6. C -0.38
7. C -0.19
8. O 0.01
9. C -0.26
10. C -0.01
11. C -0.39
12. O 0.21
13. C -0.18
14. C -0.09
15. C -0.04
16. C 0.02
17. H 0.14
18. H 0.16
19. H 0.13
20. H 0.12
21. H 0.12
22. H 0.08
23. H 0.08
24. H 0.08
25. H 0.09
26. H 0.09
27. H 0.09
28. H 0.10
29. H 0.10
30. H 0.09

---

The following is a quantum chemistry calculation of C10H15OPS in the gas phase in a non-equilibrium geometry, from the OMol25 dataset.

```
28
C10H15OPS ωB97M-V/def2-TZVPD
C 2.25946 0.29564 1.29721
C 2.53469 -0.84798 0.56472
C 1.42901 1.31541 0.86633
C 1.23179 -0.01028 -1.15774
C 1.92985 -1.07616 -0.69280
C 0.93248 1.17828 -0.41835
C -3.41627 1.58507 -0.27970
C 2.22128 -2.27308 -1.46078
C -2.52296 -1.20713 1.55620
C -0.04002 2.08014 -1.01138
O -1.49107 1.64069 1.42186
P -1.96586 -0.84894 -0.22922
S -1.77206 1.30605 0.02917
H 2.78361 0.44255 2.18717
H 3.22275 -1.64588 1.02013
H 1.18371 2.24703 1.41063
H 0.81323 0.01322 -2.21342
H -3.67488 2.68032 -0.18688
H -3.62247 1.18890 -1.25981
H 2.54660 -3.04275 -0.70779
H 1.35052 -2.68674 -1.86940
H 3.21543 -2.18776 -2.00633
H -1.79136 -0.83408 2.16777
H -2.73283 -2.22723 1.76040
H -3.48834 -0.56385 1.56483
H -0.06785 1.98024 -2.07043
H -0.24019 2.99736 -0.55015
H -0.82827 -1.49906 0.26775
```

E_HOMO (spin up / spin down): -5.4 / -8.9 eV
LUMO level (spin up / spin down): 0.62 / -2.09 eV
spin multiplicity: 3
gap between HOMO and LUMO (spin up / spin down): 6.02 / 6.79 eV
energy: -1204.5495 hartree
largest force on an atom: 5.20 eV/Å
molecular weight: 214.27 g/mol

Partial atomic charges computed with the Löwdin method, in multiples of e:
1. C -0.09
2. C -0.05
3. C -0.06
4. C -0.06
5. C -0.35
6. C -0.36
7. C -0.23
8. C -0.06
9. C -0.35
10. C -0.14
11. O -0.48
12. P 0.76
13. S 0.57
14. H 0.08
15. H 0.13
16. H 0.13
17. H 0.14
18. H 0.06
19. H 0.00
20. H 0.09
21. H 0.06
22. H 0.12
23. H -0.02
24. H 0.02
25. H 0.05
26. H 0.07
27. H 0.05
28. H -0.08